Here is a structure of composition C33H51MnN5S from the Open Molecules 2025 dataset. Energies are from wB97M-V/def2-TZVPD.

Atoms and positions in Å:
C -0.94 -0.36 0.81
C -0.42 3.09 -0.42
C -2.10 0.23 -3.75
C 0.33 3.55 2.66
C -4.50 -2.90 0.09
C 4.35 -0.93 2.88
H 5.71 1.05 1.47
C 3.68 -1.62 0.57
H 0.59 3.18 3.65
H 0.07 -2.01 -1.21
C 2.87 2.76 0.05
C -4.39 1.50 -1.70
C -3.96 -1.85 2.32
H -4.26 -2.92 -0.97
C 1.17 0.52 2.99
C -0.25 -4.03 -0.60
N 1.39 -0.70 0.26
C 2.37 -1.72 0.09
H -1.50 3.00 -4.02
S 1.45 0.33 4.50
C 1.61 3.86 1.88
H -5.86 -0.44 0.63
H -1.08 3.10 -1.29
C -1.28 2.97 0.84
H 1.39 4.49 1.02
C -2.36 2.71 -3.41
H 1.16 -4.21 -3.00
H 0.21 -5.01 -0.69
H -1.62 -0.38 1.66
C 0.35 -0.99 1.02
N -0.47 2.50 1.99
H 0.17 1.24 -1.09
H -3.09 0.13 -4.19
H -0.25 4.47 2.77
H -6.37 1.44 -0.87
H -4.66 2.23 -2.45
C 5.44 0.16 0.89
H 6.27 -0.53 0.95
H 4.88 -4.59 -0.57
H -3.33 -1.15 2.87
C 0.59 -2.96 -1.31
H -3.83 -2.84 2.76
C -3.62 -1.87 0.83
C 4.15 -0.47 1.43
H 2.58 -4.73 -1.44
C 4.18 -3.79 -0.39
H -0.31 -3.28 -3.25
H -1.76 3.93 1.06
H -5.56 -2.66 0.20
H 4.61 -0.08 3.52
H -3.22 2.65 -4.07
H -1.25 -4.09 -1.05
C -2.75 0.12 -0.59
H -2.60 -2.22 0.72
N 0.56 1.99 -0.51
H -1.09 1.39 -2.30
H 2.26 1.55 -1.63
H 3.27 3.76 -0.08
H 5.16 -1.66 2.94
C -3.09 1.03 -1.63
H -2.06 2.23 0.67
H -1.38 0.43 -4.55
H 1.26 -2.48 -3.32
C -3.78 -0.52 0.15
H 3.70 2.06 0.01
H 2.29 4.42 2.51
C -5.36 1.04 -0.82
H 5.58 -2.60 0.70
C 2.88 -3.86 -0.88
H 1.74 3.23 -1.76
H -1.83 -0.71 -3.27
Mn 0.83 1.00 1.31
N -1.39 -0.12 -0.40
H 3.45 -1.40 3.26
H 0.40 -1.81 1.75
H -2.55 3.51 -2.69
C -2.09 1.37 -2.72
N 2.26 2.61 1.40
H -0.37 -3.82 0.46
H -5.00 -1.55 2.48
H -1.11 2.14 2.69
C -5.06 0.01 0.05
C 1.86 2.39 -1.07
H 5.34 0.46 -0.16
C 1.97 -2.84 -0.67
H 3.36 0.28 1.42
C 4.57 -2.66 0.31
C 0.69 -3.25 -2.81
H 0.11 4.04 -0.43
H -4.34 -3.90 0.50
H 2.99 2.37 2.05

Computed properties:
Spin multiplicity: 3
⟨S²⟩: 2.223
Energy relative to the best compared isomer or geometry (same formula, charge and spin) (eV): 0.2148
Frontier orbital gap (alpha / beta) (eV): 7.46 / 6.48
Net charge: +1
Electronic energy (eV): -84647.9403

Löwdin population analysis, charges in e, atoms 1 to 5: -0.19, -0.14, -0.04, -0.16, -0.05